Record 1
A cluster of 2 separate species, H5P3 in total in a non-equilibrium geometry. Source: the OMol25 dataset; level of theory: ωB97M-V/def2-TZVPD.

Results
LUMO level in eV: 0.22

Cartesian coordinates (Å):
H1 -2.52062 -0.04068 0.90886
H2 2.57007 0.52327 -0.42404
H3 -0.32050 1.48758 -1.94969
P1 -0.07156 1.02143 -0.10622
H4 1.39549 -0.81759 1.07943
P2 -1.63077 -0.53186 -0.18562
P3 1.45869 -0.50321 -0.25175
H5 -0.88080 -1.13893 0.92902

Löwdin atomic charge list, values in e, 6 entries:
1 H -0.146
2 H -0.117
3 H -0.019
4 P 0.057
5 H -0.197
6 P 0.301

***

Record 2
An isolated molecule of C3H3ClS2 in a non-equilibrium geometry. Source: the OMol25 dataset; level of theory: ωB97M-V/def2-TZVPD.

Results
SMILES: S=CC(=S)CCl
LUMO level in eV: -2.13

Cartesian coordinates (Å):
H1 0.96280 0.02891 -1.55653
C1 -0.15778 0.17396 -1.12885
C2 0.09068 0.30492 1.48841
S1 1.18788 -1.79660 0.11506
H2 0.82921 0.11515 2.25984
S2 -1.21145 1.22644 1.82133
H3 -0.56945 1.21965 -1.12355
C3 0.22265 -0.48478 0.18507
Cl1 -1.35454 -0.78765 -2.06077

Löwdin atomic charge list, values in e, 6 entries:
1 H 0.107
2 C -0.666
3 C -0.666
4 S 0.766
5 H 0.038
6 S 0.730

***

Record 3
A structure of composition C5H11NO2S2 in a non-equilibrium geometry. Source: the OMol25 dataset; level of theory: ωB97M-V/def2-TZVPD.

Results
LUMO level in eV: -0.22

Cartesian coordinates (Å):
S1 1.82813 1.59346 -0.50277
C1 0.43808 -0.92040 -0.42460
C2 -0.63097 1.19914 0.70659
C3 -1.90746 0.47676 0.68635
O1 2.57431 1.39402 0.81239
N1 3.00173 -0.90852 -0.64193
C4 0.21744 0.64236 -0.35148
H1 -1.92697 -0.57686 0.89206
H2 -0.25392 0.80959 -1.25359
H3 1.78311 -2.49742 -0.99113
H4 4.33964 0.10871 0.91156
H5 -0.49053 -1.40745 -0.89876
H6 -0.20108 1.09387 1.73717
H7 0.31095 -1.33005 0.66068
H8 -0.94742 2.19281 0.62113
O2 1.38066 3.01601 -0.37716
H9 1.90381 -0.91090 -2.12644
H10 -2.63681 0.86234 1.22246
H11 -2.29699 0.59499 -0.33000
C5 1.76763 -1.42317 -1.11332
S2 3.07640 -0.37866 0.84812

Löwdin atomic charge list, values in e, 6 entries:
1 S 0.817
2 C -0.191
3 C -0.281
4 C -0.117
5 O -0.636
6 N -0.428

***

Record 4
A cluster of 2 separate species, CH4N3P in total in a non-equilibrium geometry. Source: the OMol25 dataset; level of theory: ωB97M-V/def2-TZVPD.

Results
SMILES: [H]/N=P/N.C#N
LUMO level in eV: -0.02

Cartesian coordinates (Å):
H1 1.70579 0.63618 -0.85486
P1 -0.54654 -0.09885 0.21938
H2 -2.28986 -1.32206 1.04686
N1 -1.36514 -1.46853 0.79044
C1 2.73481 0.66853 -1.08712
H3 -1.38769 2.00802 0.44427
H4 -1.17316 -2.18390 0.13653
N2 -1.52740 1.02623 0.61436
N3 3.84918 0.73438 -1.30986

Löwdin atomic charge list, values in e, 6 entries:
1 H -0.083
2 P 0.734
3 H -0.001
4 N -0.218
5 C -0.113
6 H -0.046

***

Q: Look up the LUMO level of the first one.
A: 0.22 eV